{"formula": "C40H39Cl2N7O2PdS", "method": "ωB97M-V with the def2-TZVPD basis set", "elements": ["Pd", "N", "C", "C", "C", "C", "C", "C", "C", "N", "C", "C", "N", "C", "H", "H", "H", "H", "H", "H", "H", "N", "S", "C", "C", "C", "C", "C", "C", "C", "C", "C", "C", "C", "C", "H", "H", "H", "H", "H", "H", "H", "H", "H", "H", "H", "N", "C", "C", "N", "C", "C", "H", "H", "H", "H", "H", "H", "H", "H", "H", "H", "H", "Cl", "C", "C", "C", "C", "C", "Cl", "C", "N", "C", "C", "C", "C", "C", "C", "C", "C", "O", "O", "H", "H", "H", "H", "H", "H", "H", "H", "H", "H"], "positions_angstrom": [[-0.77, 0.02, -0.14], [-4.60, -6.34, -6.12], [-3.90, -5.53, -5.70], [-3.03, -4.50, -5.19], [-2.06, -3.93, -6.02], [-1.24, -2.93, -5.53], [-1.39, -2.49, -4.22], [-2.33, -3.08, -3.38], [-3.15, -4.08, -3.87], [-0.58, -1.44, -3.73], [-0.13, -0.36, -4.46], [0.50, 0.45, -3.57], [0.46, -0.10, -2.31], [-0.21, -1.22, -2.43], [-1.96, -4.27, -7.04], [-0.48, -2.51, -6.16], [-2.44, -2.74, -2.36], [-3.89, -4.54, -3.23], [-0.32, -0.25, -5.51], [0.97, 1.41, -3.76], [-0.36, -1.95, -1.64], [-1.37, 0.87, 2.48], [0.03, 1.44, 3.05], [0.97, 2.24, 1.74], [1.23, 1.53, 0.58], [1.99, 2.13, -0.41], [2.51, 3.40, -0.23], [2.30, 4.08, 0.97], [1.53, 3.50, 1.96], [-0.56, 2.87, 3.94], [-0.24, 2.99, 5.28], [-0.71, 4.09, 5.99], [-1.50, 5.04, 5.35], [-1.82, 4.90, 4.00], [-1.35, 3.81, 3.29], [-1.35, -0.11, 2.15], [0.94, 0.46, 0.47], [2.19, 1.57, -1.32], [3.10, 3.87, -1.01], [2.73, 5.06, 1.13], [1.36, 4.03, 2.89], [0.37, 2.24, 5.76], [-0.46, 4.20, 7.03], [-1.87, 5.89, 5.90], [-2.43, 5.64, 3.51], [-1.58, 3.70, 2.24], [-3.40, 1.47, 0.55], [-2.76, 2.11, -0.61], [-3.51, 1.85, -1.91], [-3.72, 0.42, -2.15], [-4.41, -0.18, -1.00], [-3.65, 0.04, 0.30], [-4.29, 1.93, 0.74], [-1.96, 1.46, 1.89], [-1.74, 1.66, -0.71], [-2.66, 3.18, -0.42], [-2.97, 2.28, -2.75], [-4.50, 2.32, -1.87], [-2.80, -0.01, -2.22], [-4.55, -1.25, -1.19], [-5.40, 0.28, -0.94], [-2.66, -0.48, 0.20], [-4.16, -0.39, 1.16], [-1.98, -4.75, -0.22], [-3.34, -4.36, 0.79], [-4.54, -4.10, 0.14], [-5.65, -3.66, 0.84], [-5.54, -3.47, 2.21], [-4.36, -3.78, 2.85], [-4.28, -3.53, 4.57], [-3.22, -4.27, 2.18], [-2.11, -4.60, 2.91], [-0.93, -5.25, 2.50], [-0.98, -6.57, 2.07], [0.17, -7.24, 1.69], [1.39, -6.59, 1.77], [1.45, -5.28, 2.24], [0.30, -4.60, 2.61], [0.40, -3.17, 3.10], [0.08, -2.14, 1.99], [1.05, -1.57, 1.46], [-1.14, -1.92, 1.73], [-4.58, -4.23, -0.93], [-6.57, -3.45, 0.32], [-6.38, -3.11, 2.79], [-2.07, -4.14, 3.81], [-1.95, -7.06, 2.02], [0.11, -8.26, 1.35], [2.30, -7.09, 1.47], [2.40, -4.77, 2.30], [1.42, -2.98, 3.42], [-0.28, -3.00, 3.93]], "lowdin_charge": [0.2462, 0.1571, -0.1816, -0.2269, -0.0162, -0.0002, -0.1756, -0.0093, -0.0122, -0.0176, -0.0533, -0.1321, 0.0354, -0.1740, 0.1228, 0.1150, 0.0854, 0.1112, 0.1151, 0.0981, 0.1237, -0.1831, 1.1848, -0.3594, -0.1114, -0.0595, -0.0684, -0.0749, -0.0872, -0.4142, -0.0729, -0.0648, -0.0651, -0.0565, -0.0754, 0.0187, 0.0477, 0.0932, 0.1057, 0.1058, 0.1059, 0.1134, 0.1101, 0.1088, 0.1113, 0.1169, -0.0977, -0.2269, -0.2184, -0.0609, -0.2100, -0.2137, 0.1139, 0.0276, 0.0670, 0.1098, 0.1118, 0.1127, 0.0731, 0.0989, 0.1157, 0.0617, 0.1209, 0.7817, -0.5439, -0.1291, -0.1018, -0.1259, -0.5698, 0.7004, -0.2881, 0.0751, -0.2594, -0.0691, -0.0920, -0.0862, -0.0296, -0.1611, -0.0544, -0.6713, -0.0345, -0.0984, 0.0851, 0.1033, 0.1019, 0.0837, 0.1180, 0.1006, 0.0989, 0.1156, 0.1121, 0.1126], "homo_lumo_gap_ha": 0.25111, "total_charge": 0, "e_above_lowest_kcal_mol": 20.7}


{"formula": "C40H40BaN4S6Sb", "method": "ωB97M-V with the def2-TZVPD basis set", "elements": ["Ba", "C", "C", "N", "C", "S", "N", "N", "C", "C", "C", "C", "C", "C", "C", "N", "H", "H", "H", "H", "H", "H", "H", "H", "H", "H", "H", "H", "H", "C", "C", "C", "C", "C", "C", "C", "C", "C", "H", "H", "H", "H", "H", "H", "H", "H", "H", "H", "H", "H", "S", "C", "S", "C", "C", "S", "S", "S", "C", "C", "C", "C", "C", "C", "Sb", "C", "C", "C", "C", "C", "C", "C", "C", "C", "C", "C", "C", "H", "H", "H", "H", "H", "H", "H", "H", "H", "H", "H", "H", "H", "H", "H"], "positions_angstrom": [[1.01, -2.16, 1.53], [-2.22, -2.54, -4.48], [-1.81, -3.85, -3.81], [-0.53, -3.76, -3.14], [-0.36, -3.26, -1.88], [1.20, -3.58, -1.19], [-1.42, -2.66, -1.39], [-1.31, -2.13, -0.13], [-2.44, -1.88, 0.44], [-3.78, -2.20, -0.17], [-2.46, -1.24, 1.78], [-3.67, -1.01, 2.43], [-3.68, -0.44, 3.69], [-2.48, -0.11, 4.29], [-1.32, -0.36, 3.59], [-1.30, -0.88, 2.36], [-3.18, -2.65, -4.98], [-1.48, -2.23, -5.22], [-2.30, -1.76, -3.72], [-1.73, -4.64, -4.56], [-2.57, -4.14, -3.09], [0.23, -4.35, -3.45], [-3.63, -2.64, -1.15], [-4.38, -1.29, -0.27], [-4.32, -2.90, 0.47], [-4.60, -1.30, 1.97], [-4.62, -0.28, 4.20], [-2.44, 0.31, 5.29], [-0.34, -0.15, 4.03], [2.10, 0.41, -2.91], [3.11, -0.44, -2.18], [3.57, -1.63, -2.75], [4.41, -2.48, -2.06], [4.80, -3.81, -2.64], [4.83, -2.12, -0.78], [4.42, -0.93, -0.20], [4.92, -0.53, 1.17], [3.54, -0.10, -0.91], [1.14, -0.11, -2.96], [2.43, 0.62, -3.93], [1.95, 1.36, -2.40], [3.21, -1.92, -3.73], [4.19, -4.60, -2.19], [5.85, -4.04, -2.45], [4.63, -3.84, -3.71], [5.49, -2.78, -0.23], [5.73, -1.19, 1.49], [4.14, -0.59, 1.93], [5.29, 0.49, 1.17], [3.20, 0.83, -0.46], [3.56, -4.27, 8.59], [2.88, -3.71, 7.17], [3.34, -2.24, 6.40], [2.22, -2.27, 5.05], [1.39, -3.34, 5.01], [0.12, -3.83, 3.89], [1.62, -4.49, 6.32], [2.38, -0.87, 3.99], [-2.67, 7.20, 0.04], [-3.47, 6.20, -0.49], [-3.21, 4.87, -0.20], [-2.14, 4.51, 0.62], [-1.35, 5.52, 1.15], [-1.61, 6.86, 0.86], [-1.83, 2.45, 1.16], [0.30, 2.56, 0.99], [1.07, 1.96, 1.99], [2.45, 2.12, 2.02], [3.08, 2.90, 1.06], [2.32, 3.49, 0.05], [0.95, 3.32, 0.02], [-2.31, 1.69, -0.79], [-3.65, 1.42, -1.03], [-4.08, 1.00, -2.28], [-3.16, 0.83, -3.30], [-1.81, 1.06, -3.06], [-1.39, 1.49, -1.81], [-2.87, 8.24, -0.19], [-4.31, 6.46, -1.14], [-3.84, 4.10, -0.64], [-0.51, 5.28, 1.79], [-0.98, 7.63, 1.28], [0.61, 1.37, 2.77], [3.02, 1.64, 2.81], [4.15, 3.04, 1.08], [2.81, 4.09, -0.71], [0.37, 3.82, -0.76], [-4.38, 1.54, -0.23], [-5.13, 0.80, -2.45], [-3.49, 0.49, -4.28], [-1.09, 0.89, -3.85], [-0.33, 1.65, -1.64]], "nbo_charge": [1.7710, -0.6203, -0.2115, -0.6143, 0.3145, -0.5590, -0.5052, -0.2893, 0.2030, -0.6939, 0.1719, -0.2520, -0.1518, -0.2474, 0.0637, -0.5253, 0.1955, 0.1973, 0.2320, 0.1859, 0.1978, 0.4035, 0.2598, 0.2179, 0.2190, 0.2210, 0.2128, 0.2237, 0.2341, -0.6373, -0.0141, -0.1673, -0.0015, -0.6299, -0.2426, -0.0138, -0.6506, -0.2253, 0.2258, 0.2107, 0.2096, 0.1933, 0.2333, 0.2083, 0.2073, 0.2037, 0.2143, 0.2471, 0.2085, 0.2039, -0.2050, -0.5771, 0.4613, -0.4094, -0.3952, -0.5625, 0.4669, -0.6129, -0.2204, -0.2324, -0.1727, -0.3587, -0.2374, -0.2120, 1.1172, -0.4208, -0.1708, -0.2281, -0.2203, -0.2333, -0.1752, -0.3713, -0.1882, -0.2402, -0.2029, -0.2068, -0.2252, 0.2074, 0.2072, 0.2031, 0.2164, 0.2093, 0.2171, 0.2429, 0.2149, 0.2103, 0.2087, 0.1991, 0.2088, 0.2116, 0.2151, 0.2236], "homo_lumo_gap_ha": 0.21119, "total_charge": -1, "e_above_lowest_kcal_mol": 0.0}


Table of LUMO level (eV), in record order: 0.0; 2.0
Table of E (a.u.), in record order: -3527.81251; -4422.32649